[1]
Computed, not measured: a structure of composition C34H49BN10PtS4 at a distorted geometry, with the ωB97M-V functional and the def2-TZVPD basis.

Values from the calculation:
LUMO energy (alpha / beta) in eV: -6.256 / -6.232

Geometry as ORCA input:
```
! RIJCOSX wB97M-V def2-TZVPD def2/J DEFGRID3
* xyz 2 1
Pt 0.094 -0.969 -0.512
C -2.330 4.226 -1.189
C -1.176 4.300 -2.181
C -1.680 3.782 -3.531
C -0.672 5.736 -2.294
N 0.010 3.451 -1.789
C 0.988 3.166 -2.716
C 1.958 2.466 -2.094
N 1.605 2.319 -0.774
B 2.699 1.867 0.264
N 2.245 1.483 1.694
C 3.094 1.652 2.753
C 2.489 1.159 3.860
N 1.258 0.679 3.482
C 1.132 0.905 2.167
S -0.296 0.707 1.183
C 0.250 0.124 4.443
C -0.702 1.256 4.819
C 1.005 -0.379 5.675
C -0.491 -1.059 3.816
N 3.516 0.668 -0.328
C 4.688 0.900 -1.007
C 5.240 -0.291 -1.311
N 4.426 -1.277 -0.801
C 3.369 -0.676 -0.205
S 2.098 -1.462 0.695
C 4.785 -2.726 -1.038
C 4.087 -3.693 -0.091
C 6.295 -2.864 -0.829
C 4.402 -3.041 -2.483
C 0.425 2.940 -0.608
S -0.362 3.006 0.924
H -3.177 4.735 -1.649
H -2.114 4.732 -0.252
H -2.614 3.196 -0.985
H -2.594 4.316 -3.785
H -1.907 2.718 -3.474
H -0.977 3.960 -4.342
H -1.495 6.387 -2.587
H 0.112 5.826 -3.045
H -0.284 6.087 -1.339
H 0.922 3.489 -3.736
H 2.874 2.072 -2.492
H 3.454 2.784 0.383
H 4.059 2.108 2.632
H 2.842 1.107 4.870
H -0.168 2.078 5.293
H -1.448 0.884 5.519
H -1.221 1.639 3.939
H 1.387 0.436 6.289
H 1.827 -1.039 5.400
H 0.314 -0.944 6.296
H -1.252 -0.752 3.106
H -0.988 -1.610 4.613
H 0.205 -1.739 3.321
H 5.036 1.897 -1.205
H 6.151 -0.511 -1.830
H 4.263 -3.443 0.954
H 4.509 -4.680 -0.277
H 3.020 -3.750 -0.267
H 6.601 -2.440 0.127
H 6.878 -2.404 -1.624
H 6.549 -3.921 -0.824
H 3.320 -2.981 -2.615
H 4.720 -4.052 -2.731
H 4.881 -2.356 -3.182
C -5.124 -0.106 -2.563
N -4.790 -0.055 -1.160
C -5.848 0.084 -0.156
C -5.072 0.115 1.170
N -3.692 -0.078 0.727
C -3.585 -0.103 -0.606
S -2.136 -0.136 -1.530
H -5.804 -0.938 -2.747
H -4.219 -0.239 -3.149
H -5.617 0.821 -2.861
H -6.522 -0.771 -0.212
H -6.418 0.997 -0.340
H -5.384 -0.687 1.838
H -5.174 1.070 1.688
H -2.894 0.062 1.322
N 0.660 -0.868 -3.657
C 0.681 -0.765 -2.500
H 0.743 -0.909 -4.653
C 0.015 -3.087 -0.867
C -1.370 -3.310 -0.435
C -2.408 -3.456 -1.364
C -3.727 -3.458 -0.953
C -4.024 -3.319 0.402
C -2.999 -3.265 1.353
C -1.688 -3.277 0.936
C -5.383 -3.166 0.814
N -6.467 -2.951 1.130
H 0.208 -3.326 -1.908
H 0.742 -3.533 -0.200
H -2.171 -3.531 -2.417
H -4.530 -3.552 -1.670
H -3.245 -3.207 2.405
H -0.890 -3.243 1.667
*
```

Atomic partial charges in e from the Löwdin method, atoms 1 to 5: 0.540, -0.069, -0.528, -0.025, -0.010

***

[2]
Computed, not measured: a structure of composition C34H49BrN3O3P2S2SiV at a distorted geometry, with the ωB97M-V functional and the def2-TZVPD basis.

Values from the calculation:
ΔE to the lowest compared entry with this formula, charge and spin in kJ/mol: 248.20
LUMO energy (alpha / beta) in eV: 2.464 / 2.465

Geometry as ORCA input:
```
! RIJCOSX wB97M-V def2-TZVPD def2/J DEFGRID3
* xyz -1 2
V 0.671 -0.026 -0.683
C 2.687 -5.506 0.888
C 3.049 -4.111 1.368
O 1.864 -3.412 1.699
P 1.435 -2.004 1.017
S -0.121 -1.544 2.133
S 1.350 -2.357 -0.961
O 2.794 -1.135 1.344
C 2.713 0.120 1.986
C 2.661 -0.049 3.499
H 3.579 -6.119 0.788
H 2.179 -5.428 -0.069
H 2.009 -5.973 1.599
H 3.604 -3.561 0.602
H 3.652 -4.150 2.281
H 1.819 0.671 1.619
H 3.615 0.670 1.689
H 1.796 -0.652 3.771
H 2.578 0.924 3.978
H 3.563 -0.551 3.848
C 6.534 -1.917 -1.983
C 5.629 -2.117 -3.012
C 4.451 -1.393 -3.054
C 4.148 -0.434 -2.091
C 5.075 -0.251 -1.070
C 6.249 -0.979 -1.007
Si 2.489 0.536 -2.152
C 3.011 2.375 -2.188
C 3.464 3.015 -1.041
C 3.710 4.375 -1.014
C 3.494 5.140 -2.148
C 3.053 4.521 -3.305
C 2.816 3.158 -3.317
H 7.456 -2.484 -1.944
H 5.848 -2.843 -3.784
H 3.752 -1.567 -3.861
H 4.884 0.496 -0.313
H 6.947 -0.816 -0.193
H 2.187 0.321 -3.625
H 3.618 2.434 -0.139
H 4.060 4.846 -0.103
H 3.665 6.209 -2.130
H 2.887 5.110 -4.199
H 2.464 2.691 -4.226
Br -1.486 5.941 -2.803
C -0.866 4.231 -2.203
C -1.081 3.126 -3.003
C -0.579 1.907 -2.579
C 0.117 1.748 -1.377
C 0.274 2.903 -0.600
C -0.203 4.141 -0.994
H -1.612 3.221 -3.943
H -0.723 1.036 -3.219
H 0.798 2.842 0.353
H -0.041 5.025 -0.389
O -1.586 0.890 0.534
P -2.831 0.229 0.940
N -4.181 1.081 0.361
C -4.113 1.817 -0.890
C -5.113 1.120 -1.811
C -6.238 0.782 -0.838
C -5.501 0.473 0.473
N -3.060 -1.323 0.267
C -3.175 -2.580 0.993
C -3.077 -3.653 -0.086
C -2.069 -3.053 -1.061
C -2.304 -1.543 -0.967
N -3.090 0.305 2.587
C -2.041 0.775 3.486
C -2.131 -0.113 4.742
C -3.158 -1.185 4.374
C -4.044 -0.422 3.392
H -3.089 1.838 -1.262
H -4.440 2.850 -0.707
H -4.679 0.208 -2.222
H -5.439 1.756 -2.633
H -6.849 -0.056 -1.168
H -6.885 1.650 -0.708
H -5.403 -0.607 0.618
H -6.037 0.891 1.331
H -4.133 -2.623 1.517
H -2.366 -2.700 1.720
H -4.045 -3.788 -0.571
H -2.747 -4.609 0.320
H -2.202 -3.412 -2.081
H -1.051 -3.296 -0.745
H -2.888 -1.174 -1.821
H -1.338 -0.998 -0.956
H -2.231 1.821 3.748
H -1.071 0.709 2.994
H -2.491 0.471 5.591
H -1.168 -0.545 4.998
H -3.703 -1.584 5.230
H -2.662 -1.999 3.847
H -4.671 0.300 3.940
H -4.687 -1.054 2.785
*
```

Atomic partial charges in e from the Löwdin method, atoms 1 to 5: 0.236, -0.078, -0.322, -0.381, -0.067

***

[3]
Computed, not measured: a structure of composition C34H49ClFN6O2SiTi at a distorted geometry, with the ωB97M-V functional and the def2-TZVPD basis.

Values from the calculation:
ΔE to the lowest compared entry with this formula, charge and spin in kJ/mol: 77.14
LUMO energy (alpha / beta) in eV: 2.218 / 2.220

Geometry as ORCA input:
```
! RIJCOSX wB97M-V def2-TZVPD def2/J DEFGRID3
* xyz -1 1
Ti 0.019 0.325 -0.163
C 1.641 -1.228 2.250
C 1.355 -2.016 1.128
C 1.823 -1.296 -0.036
C 2.406 -0.077 0.472
C 2.334 -0.065 1.871
C 3.053 0.862 2.833
C 4.182 0.047 3.493
C 3.682 2.053 2.109
C 2.136 1.377 3.959
C 2.444 -1.886 -1.321
C 2.744 -0.816 -2.379
C 3.798 -2.501 -0.915
C 1.606 -2.954 -2.032
C 0.717 -3.405 1.273
C 1.802 -4.505 1.237
C 0.055 -3.541 2.658
C -0.376 -3.703 0.213
H 1.387 -1.470 3.272
H 3.036 0.582 -0.103
H 4.828 -0.384 2.727
H 3.759 -0.768 4.082
H 4.790 0.678 4.152
H 4.451 1.725 1.407
H 4.151 2.729 2.830
H 2.929 2.612 1.550
H 1.489 0.578 4.324
H 1.512 2.198 3.609
H 2.733 1.755 4.795
H 3.402 -0.034 -2.001
H 1.829 -0.358 -2.745
H 3.245 -1.285 -3.230
H 4.462 -1.720 -0.536
H 4.280 -2.979 -1.775
H 3.675 -3.241 -0.126
H 0.648 -2.541 -2.345
H 1.420 -3.817 -1.399
H 2.135 -3.301 -2.924
H 2.659 -4.208 1.844
H 2.155 -4.719 0.230
H 1.398 -5.436 1.649
H 0.800 -3.538 3.456
H -0.483 -4.491 2.712
H -0.651 -2.727 2.831
H -0.421 -2.933 -0.552
H -1.357 -3.753 0.683
H -0.207 -4.667 -0.273
C -1.108 4.240 -0.881
Si -2.426 2.875 -0.963
C -3.120 3.051 -2.732
C -3.781 3.473 0.257
N -1.942 1.292 -0.495
C -2.894 0.328 -0.337
C -4.208 0.363 -0.861
C -5.139 -0.629 -0.618
C -4.827 -1.732 0.166
C -3.540 -1.827 0.679
C -2.634 -0.834 0.415
F -1.348 -0.977 0.930
H -1.501 5.100 -1.427
H -0.163 3.956 -1.345
H -0.920 4.564 0.143
H -3.034 4.084 -3.078
H -4.173 2.771 -2.807
H -2.560 2.416 -3.424
H -3.640 4.521 0.534
H -3.753 2.872 1.171
H -4.783 3.372 -0.168
H -4.483 1.197 -1.490
H -6.127 -0.546 -1.056
H -5.559 -2.500 0.375
H -3.242 -2.668 1.291
Cl -1.433 1.158 -7.106
C -1.219 0.666 -5.440
C -1.892 -0.465 -4.982
C -1.688 -0.868 -3.674
C -0.841 -0.178 -2.802
O -0.581 -0.666 -1.598
C -0.199 1.026 -3.272
C 0.621 1.804 -2.434
O 0.820 1.573 -1.150
C -0.397 1.400 -4.625
H -2.543 -1.025 -5.639
H -2.190 -1.751 -3.291
H 1.165 2.641 -2.870
H 0.103 2.283 -5.003
N -2.029 2.460 4.115
N -1.263 2.338 2.991
N -0.561 3.342 2.460
C 0.105 2.715 1.535
N -0.159 1.396 1.515
N -1.017 1.161 2.462
H -2.709 3.193 3.970
H -1.445 2.684 4.909
H 0.789 3.190 0.856
*
```

Atomic partial charges in e from the Löwdin method, atoms 1 to 5: 1.008, -0.051, -0.166, -0.221, -0.124